(1)
Here is the molecule C14H21NO5 at a distorted geometry from OMol25. Energies are from ωB97M-V/def2-TZVPD.

Calculated values
structure (SMILES)	C#CC[C@@]1(CC)OC(=O)O[C@]1(CCC(C)C)CON=O
relative energy (zero: lowest compared OMol25 entry of this formula, charge and spin)	1227.1	kJ/mol
total charge	0
HOMO energy	-9.55	eV
HOMO-LUMO gap	9.08	eV

Positions of all 41 atoms, in Å:
C  2.48085  -2.54993  2.21326
C  2.63106  -1.86154  0.97138
C  2.41796  -1.41746  -0.62106
C  1.72335  0.05471  -0.80696
C  2.70270  1.38479  -0.65325
C  4.04535  1.34018  -1.59258
O  1.48020  0.07463  -2.28786
C  0.18741  0.69434  -2.61917
O  -0.36118  0.70343  -3.83646
O  -0.28126  1.18218  -1.31062
C  0.24913  0.36971  -0.16541
C  -0.71982  -0.85231  0.33971
C  -1.98301  -1.19368  -0.64794
C  -3.34139  -0.32112  -0.37747
C  -4.53380  -1.17654  0.41916
C  -3.13119  1.06715  0.46516
C  0.35929  1.35904  1.17343
O  1.29578  0.79834  2.20342
N  0.80132  1.04463  3.43414
O  0.78840  -0.04377  4.00164
H  2.51094  -3.28301  3.15483
H  3.51354  -1.34911  -1.06833
H  1.80774  -2.20699  -1.24122
H  2.09612  2.35711  -0.98731
H  3.05527  1.58900  0.44558
H  5.00242  1.20456  -0.89221
H  4.05554  0.50374  -2.41081
H  4.20696  2.39014  -2.12922
H  -0.11156  -1.87309  0.45799
H  -1.15562  -0.64610  1.43202
H  -2.27101  -2.33211  -0.43251
H  -1.73769  -1.14916  -1.79876
H  -3.82793  -0.03785  -1.42973
H  -5.58708  -0.89855  -0.04313
H  -4.30611  -2.32483  0.43025
H  -4.54091  -0.74943  1.52006
H  -2.81095  0.77693  1.55246
H  -2.46074  1.87363  -0.05305
H  -4.21324  1.56108  0.56738
H  -0.68209  1.45832  1.74382
H  0.64527  2.47892  0.87937

(2)
Here is a cluster of 9 separate species, H18O9 in total at a distorted geometry from OMol25. Energies are from ωB97M-V/def2-TZVPD.

Calculated values
structure (SMILES)	O.O.O.O.O.O.O.O.O
relative energy (zero: lowest compared OMol25 entry of this formula, charge and spin)	265.2	kJ/mol
total charge	0
HOMO energy	-9.99	eV
HOMO-LUMO gap	9.56	eV

Positions of all 27 atoms, in Å:
O  -15.70400  8.94700  -14.34800
H  -16.21800  8.97900  -13.48400
H  -15.36300  9.81700  -14.55100
O  -18.20500  8.46200  -15.79900
H  -17.93100  7.95400  -16.53700
H  -17.36400  8.67800  -15.38000
O  -12.80800  5.20900  -13.14900
H  -12.10100  4.67000  -13.49800
H  -12.81200  5.82400  -13.89600
O  -13.90900  6.91100  -18.59600
H  -14.08200  7.18100  -17.68300
H  -14.39300  6.09400  -18.64200
O  -15.52700  3.37400  -16.30700
H  -15.83800  4.20600  -15.93500
H  -15.05500  2.98600  -15.54200
O  -14.57800  3.32500  -13.75400
H  -14.22000  2.53900  -13.38100
H  -13.95200  4.02000  -13.57500
O  -17.90800  4.91700  -16.25300
H  -18.67700  4.79300  -15.68100
H  -17.17500  5.14100  -15.64300
O  -12.90900  6.32200  -15.43000
H  -12.63100  5.68100  -16.04500
H  -12.70500  7.16700  -15.81900
O  -15.43600  6.08600  -15.03300
H  -15.69000  6.99500  -14.94500
H  -14.52700  6.08800  -15.32000

(3)
Here is a structure of composition C37H70BCl22GaN3O3 at a distorted geometry from OMol25. Energies are from ωB97M-V/def2-TZVPD.

Calculated values
total charge	-1
HOMO energy	-3.48	eV
HOMO-LUMO gap	5.03	eV

Positions of all 137 atoms, in Å:
C  1.56092  1.78638  -0.34964
C  0.58117  1.71419  0.65715
C  -0.87422  2.13339  0.57220
Ga  -1.75110  1.69869  -1.27629
C  -0.91021  0.06344  -2.18927
C  -1.30501  -1.28135  -1.59643
O  -2.21775  -1.46065  -0.80503
C  -0.48852  -2.50730  -2.05549
C  -0.34488  -3.61603  -1.25693
C  0.45365  -4.64949  -1.71869
C  1.09300  -4.61205  -2.92775
C  0.93104  -3.50266  -3.76214
C  0.13818  -2.46357  -3.30164
C  -3.76860  1.57605  -0.94360
C  -4.63328  1.04077  -2.10697
N  -4.07123  -0.12530  -2.80435
N  -5.00279  2.05411  -3.10183
N  -5.91817  0.58866  -1.49862
B  -1.29146  3.38157  -2.51767
O  -2.32750  4.21707  -3.00578
O  0.03663  3.71771  -2.89406
C  0.64158  2.73923  -3.71962
C  1.54544  3.35809  -4.81643
H  2.11936  2.69285  -0.59738
H  1.82493  0.86084  -0.87902
H  0.90508  1.33443  1.64501
H  -1.02783  3.20761  0.80938
H  -1.39551  1.56519  1.36368
H  -1.22848  0.06216  -3.24412
H  0.18812  0.10573  -2.14148
H  -0.82133  -3.66734  -0.28179
H  0.58454  -5.51475  -1.08046
H  1.74635  -5.41430  -3.27487
H  1.42513  -3.40213  -4.73121
H  0.03055  -1.60601  -3.96098
H  -3.96068  0.99378  -0.03055
H  -4.14203  2.59447  -0.73871
H  -4.79510  -0.78121  -3.06331
H  -3.51635  0.12930  -3.61276
H  -4.99189  2.99086  -2.71480
H  -4.39108  2.03329  -3.90677
H  -6.50360  0.16679  -2.21966
H  -5.64010  -0.17443  -0.88117
H  -2.59856  3.88449  -3.87049
H  1.26754  2.02815  -3.15444
H  -0.13376  2.11799  -4.19855
H  2.59702  3.17677  -4.55149
H  1.38433  4.43064  -4.95341
H  1.38550  2.79915  -5.74902
Cl  4.34003  -4.10692  -9.45071
C  4.18650  -5.09410  -7.97399
C  2.86544  -4.87953  -7.27915
Cl  2.74672  -3.25095  -6.55958
H  5.02429  -4.85646  -7.32204
H  4.27428  -6.13627  -8.27975
H  2.75785  -5.59422  -6.46339
H  2.03180  -5.01412  -7.96039
Cl  -2.01885  6.16926  0.11097
C  -2.07419  7.09540  1.62919
C  -1.65899  6.25541  2.81107
Cl  -2.85474  4.98584  3.18098
H  -3.08115  7.48987  1.74888
H  -1.38996  7.93645  1.51594
H  -1.57492  6.88102  3.69971
H  -0.69751  5.77330  2.64019
Cl  2.02643  -4.34621  0.33193
C  2.75297  -4.47451  1.95394
C  2.05198  -3.55432  2.92112
Cl  2.37073  -1.83412  2.55918
H  3.81657  -4.25119  1.88388
H  2.64391  -5.51050  2.27762
H  2.40737  -3.73534  3.93538
H  0.97362  -3.70769  2.90658
Cl  1.92236  -8.15349  -1.13425
C  1.81933  -9.11480  0.36231
C  0.50384  -8.91952  1.07478
Cl  0.34656  -7.28447  1.76142
H  2.66036  -8.84220  0.99622
H  1.93001  -10.16015  0.07578
H  0.42772  -9.62043  1.90556
H  -0.33930  -9.08695  0.40811
Cl  0.50357  -6.88448  -8.00692
C  0.33418  -7.88125  -6.53674
C  -0.99643  -7.66713  -5.85968
Cl  -1.12753  -6.04792  -5.14289
H  1.16465  -7.64740  -5.87326
H  0.42752  -8.92145  -6.84686
H  -1.11398  -8.38600  -5.04906
H  -1.82172  -7.79756  -6.55676
Cl  -1.84022  7.27678  6.77629
C  -2.10638  5.71092  7.58422
C  -3.40738  5.07353  7.16725
Cl  -4.82237  5.97194  7.78179
H  -2.06508  5.87496  8.65878
H  -1.27582  5.06442  7.30422
H  -3.47119  4.06565  7.57481
H  -3.49245  5.01028  6.08430
Cl  2.23183  4.78089  1.38554
C  1.81029  5.80193  -0.01235
C  2.64526  7.05380  -0.08051
Cl  2.26767  8.19235  1.24499
H  0.75641  6.02956  0.05560
H  1.97336  5.19964  -0.90655
H  2.44373  7.57792  -1.01373
H  3.70867  6.82894  -0.03625
Cl  6.99683  -3.82713  -0.30324
C  6.84215  -2.67288  1.04916
C  7.18477  -3.30686  2.37372
Cl  5.97289  -4.51551  2.87866
H  5.83251  -2.27925  1.04079
H  7.52911  -1.85284  0.84513
H  7.21125  -2.54518  3.15212
H  8.15579  -3.79644  2.34067
Cl  -2.20630  -3.56304  4.24819
C  -2.53551  -2.74239  2.69191
C  -1.70424  -1.50033  2.51404
Cl  -2.18388  -0.19952  3.63739
H  -3.59900  -2.52126  2.64703
H  -2.30056  -3.45595  1.90331
H  -1.83752  -1.11232  1.50319
H  -0.64523  -1.70298  2.66681
Cl  -8.17925  7.44701  11.83818
C  -8.48707  7.07309  10.12188
C  -7.81896  8.05638  9.19494
Cl  -8.56076  9.67566  9.28199
H  -9.56384  7.05081  9.97054
H  -8.09393  6.07368  9.94009
H  -7.91989  7.71710  8.16482
H  -6.75932  8.15881  9.41803
Cl  6.33445  0.83405  -1.42447
C  6.16257  1.98946  -0.07869
C  6.52268  1.36573  1.24610
Cl  5.33218  0.13974  1.74147
H  5.13912  2.36147  -0.07938
H  6.83248  2.82309  -0.28733
H  6.53571  2.12863  2.02380
H  7.50407  0.89549  1.21268

(4)
Here is a cluster of 2 separate species, C4H8Si in total at a distorted geometry from OMol25. Energies are from ωB97M-V/def2-TZVPD.

Calculated values
relative energy (zero: lowest compared OMol25 entry of this formula, charge and spin)	553.5	kJ/mol
total charge	0
HOMO energy (spin up / spin down)	-8.15 / -8.23	eV
HOMO-LUMO gap (spin up / spin down)	8.27 / 7.08	eV

Positions of all 13 atoms, in Å:
C  -1.46698  -1.19719  1.67450
C  -0.26426  -1.44941  1.80742
C  1.02298  1.01340  -0.30904
C  0.92896  0.20842  -1.69058
Si  -0.68465  0.98840  -1.05762
H  -2.27485  -1.36678  2.33694
H  -1.99080  -0.60055  0.86432
H  0.61832  -1.99533  2.19569
H  1.11857  0.59951  0.67113
H  1.65694  1.91505  -0.43335
H  1.35987  0.59021  -2.62298
H  1.09538  -0.87408  -1.62495
H  -1.11947  2.16833  -1.81148

(5)
Here is the molecule C14H23N3O2S at a distorted geometry from OMol25. Energies are from ωB97M-V/def2-TZVPD.

Calculated values
structure (SMILES)	C=CCCCCCCCCc1nnc(SCC(=O)O)[nH]1
relative energy (zero: lowest compared OMol25 entry of this formula, charge and spin)	361.0	kJ/mol
total charge	0
HOMO energy	-9.06	eV
HOMO-LUMO gap	9.34	eV

Positions of all 43 atoms, in Å:
O  -2.38426  3.30932  4.19917
N  -1.07292  -1.54554  3.21320
N  -1.83714  -1.91158  2.12006
O  -0.86219  4.10013  5.52777
S  -0.22553  0.93258  4.42440
C  -1.63629  3.14481  5.12288
C  -0.98147  -0.24181  3.35667
C  -2.24819  -0.84358  1.52356
C  4.61939  -1.22035  -3.30139
C  3.48389  -1.95870  -3.61096
N  -1.72741  0.25864  2.29306
C  -1.47312  1.71050  5.56927
C  -3.11521  -0.58781  0.29212
C  2.21458  -1.24025  -3.86829
C  -2.51232  0.35541  -0.83734
C  1.88376  0.06987  -3.14115
C  -0.96860  0.25548  -1.06824
C  1.88907  0.03665  -1.65823
C  -0.40779  -1.23017  -1.29877
C  1.13121  -1.22282  -1.11182
H  -1.11640  4.81736  4.93028
H  5.59328  -1.63833  -3.16263
H  4.63507  -0.14724  -3.62521
H  3.51891  -2.99761  -3.64580
H  -1.70008  1.21062  2.07523
H  -0.92428  1.66986  6.54206
H  -2.46616  1.18563  5.56140
H  -4.09457  -0.23239  0.67667
H  -3.23823  -1.55640  -0.22196
H  2.46739  -0.86891  -4.90598
H  1.29598  -1.78092  -3.92060
H  -2.66554  1.27444  -0.26797
H  -3.05013  0.31603  -1.75628
H  0.88321  0.32058  -3.47179
H  2.61335  0.88993  -3.51728
H  -0.52848  0.57237  -0.16495
H  -0.63555  0.92958  -1.80180
H  2.87938  -0.14061  -1.31219
H  1.36852  0.89660  -1.26993
H  -0.68707  -1.64826  -2.27392
H  -0.82180  -1.87151  -0.56840
H  1.28734  -1.27433  -0.08464
H  1.61641  -2.09727  -1.56026

(6)
Here is the molecule C2H5NOS2 at a distorted geometry from OMol25. Energies are from ωB97M-V/def2-TZVPD.

Calculated values
structure (SMILES)	COC(=S)NS
relative energy (zero: lowest compared OMol25 entry of this formula, charge and spin)	199.7	kJ/mol
total charge	0
HOMO energy	-8.68	eV
HOMO-LUMO gap	8.84	eV

Positions of all 11 atoms, in Å:
C  1.34697  1.16002  -0.13960
C  0.02581  -0.66898  0.14061
H  1.95759  1.19901  0.85850
H  1.02879  2.23704  -0.50000
H  1.89717  0.33934  -0.80478
H  -1.15738  -2.15786  0.28805
H  -2.50411  0.83978  -0.37800
N  -1.18335  -1.20721  0.47481
O  0.03963  0.64304  0.31853
S  1.30186  -1.81792  -0.10935
S  -2.75299  -0.56625  -0.14875